Computed, not measured: a structure of composition C15H19BrSiW at a distorted geometry, with ωB97M-V/def2-TZVPD.

Relative energy (zero: lowest compared OMol25 entry of this formula, charge and spin) in eV: 2.584
HOMO level (alpha / beta) in eV: -5.63 / -5.54
E_LUMO (alpha / beta) in eV: -2.73 / -2.67
Orbital gap (alpha / beta) in eV: 2.905 / 2.866
Spin multiplicity: 3
Expectation value of S²: 2.25

The geometry in XYZ format:
```
37
C15H19BrSiW | OMol25 | ωB97M-V/def2-TZVPD
C -0.76744 -2.29757 -1.04332
C 0.61731 -1.94274 -1.09603
C 1.10945 -1.78427 0.22386
H 1.22733 -1.92701 -2.00149
C 0.07776 -2.17131 1.12825
C -1.13057 -2.37555 0.36957
H -2.07198 -2.76635 0.75660
H -1.37562 -2.62202 -1.87287
H 2.11277 -1.46752 0.48794
H 0.20682 -2.37423 2.17510
W -0.60076 -0.30467 -0.08177
Br -1.99749 0.38885 -1.88291
C -5.72419 0.64708 -1.43815
C -6.08731 -0.50212 -0.67253
C -5.93034 -1.65441 -1.50516
H -6.44992 -0.49976 0.35298
C -5.47521 -1.21442 -2.78559
C -5.33850 0.20627 -2.74103
H -5.03649 0.84373 -3.56773
H -5.77116 1.68082 -1.10396
H -6.15012 -2.68189 -1.22429
H -5.30097 -1.84464 -3.65447
C 4.29352 3.33536 0.46767
Si 3.74468 1.77077 1.32679
C 4.95324 0.38198 0.93145
C 3.73965 1.89969 3.20043
C 2.08304 1.30507 0.73072
C 0.94745 0.95262 0.34788
H 5.27885 3.67091 0.82711
H 3.56890 4.14429 0.63692
H 4.36852 3.17547 -0.61796
H 5.97078 0.66201 1.24459
H 4.69526 -0.55028 1.45978
H 4.99198 0.15608 -0.14237
H 2.96112 2.59347 3.54632
H 3.54785 0.91194 3.64806
H 4.71180 2.25435 3.56962
```